Record 1
Below is a molecular structure, C32H35Cl3N5O4Pd in a non-equilibrium geometry, with properties calculated with ωB97M-V with the def2-TZVPD basis set.

Its total charge is +1. Its LUMO energy (alpha / beta) is -2.5 / -6.4 eV. The HOMO energy (alpha / beta) comes out at -10.5 / -10.9 eV. The frontier orbital gap (alpha / beta) is 7.93 / 4.43 eV. The calculation puts the total energy at -3323.1903 a.u. The multiplicity is 5.

Atoms and positions in Å:
Pd1 -2.09 0.19 -0.07
C1 -2.47 3.01 -1.26
N1 -1.29 2.23 -0.67
C2 -0.68 2.94 0.44
C3 -0.33 1.97 1.54
N2 -0.89 0.71 1.53
C4 -0.46 0.07 2.68
C5 -0.61 -1.25 3.18
C6 0.13 -1.63 4.36
C7 0.78 -0.58 4.99
C8 0.94 0.64 4.51
C9 0.36 1.04 3.30
N3 0.44 2.16 2.54
C10 -3.70 2.70 -0.39
N4 -3.80 1.61 0.36
C11 -5.09 1.52 0.77
C12 -5.52 0.54 1.57
C13 -6.91 0.52 1.69
C14 -7.78 1.45 0.96
C15 -7.32 2.47 0.21
C16 -5.85 2.48 0.15
N5 -4.89 3.26 -0.59
H1 -2.52 2.62 -2.29
H2 -2.11 4.04 -1.34
H3 -0.72 2.20 -1.51
H4 -1.14 3.85 0.86
H5 0.32 3.20 0.05
H6 -1.14 -2.00 2.65
H7 -0.05 -2.62 4.70
H8 1.19 -0.88 5.93
H9 1.39 1.40 5.10
H10 2.44 1.87 1.91
H11 -4.84 -0.09 2.07
H12 -7.46 -0.30 2.31
H13 -8.88 1.11 0.88
H14 -7.80 3.14 -0.57
H15 -5.09 4.10 -1.14
C17 0.38 -3.02 -1.50
C18 0.88 -1.87 -2.36
C19 1.37 -2.38 -3.75
C20 -0.08 -0.63 -2.52
H16 1.24 -3.71 -1.29
H17 -0.29 -3.70 -2.09
H18 -0.03 -2.78 -0.50
H19 1.76 -1.40 -1.91
H20 0.41 -2.73 -4.25
H21 2.15 -3.16 -3.57
H22 1.77 -1.57 -4.38
H23 -1.16 -0.63 -2.57
H24 0.32 0.35 -2.28
C21 7.45 -1.99 -1.60
C22 6.45 -1.14 -0.98
C23 5.70 -1.67 0.04
C24 4.44 -1.04 0.38
C25 3.75 -1.56 1.64
C26 4.11 0.13 -0.27
C27 4.95 0.80 -1.20
C28 4.64 2.08 -1.95
C29 6.12 0.17 -1.43
C30 2.96 0.94 0.25
O1 2.09 1.47 -0.39
O2 3.21 1.27 1.53
H25 7.52 -3.02 -1.21
H26 8.40 -1.40 -1.64
H27 7.11 -2.08 -2.60
H28 5.79 -2.80 0.19
H29 3.92 -2.61 1.64
H30 2.64 -1.54 1.51
H31 4.01 -1.24 2.59
H32 5.34 2.31 -2.71
H33 4.44 2.92 -1.29
H34 3.77 1.86 -2.47
H35 6.86 0.66 -2.09
Cl1 -4.46 -3.97 -1.83
C31 -4.87 -2.50 -1.01
Cl2 -5.43 -2.92 0.71
Cl3 -6.17 -1.68 -1.86
C32 -3.65 -1.57 -0.84
O3 -3.48 -0.63 -1.71
O4 -2.94 -1.71 0.19

---

Record 2
Below is 9 unconnected molecules or ions with the total composition C39H51N5O21 in a non-equilibrium geometry, with properties calculated with ωB97M-V with the def2-TZVPD basis set.

Its LUMO energy is -2.1 eV. The HOMO energy comes out at -9.3 eV. As for the SMILES: O=C1C=C(O)C(=O)C=C1O.O=C1C=C(O)C(=O)C=C1O.O=C1C=C(O)C(=O)C=C1O.O=C1C=C(O)C(=O)C=C1O.CN(C)C=O.CN(C)C=O.CN(C)C=O.CN(C)C=O.CN(C)C=O. The frontier orbital gap is 7.13 eV. The calculation puts the total energy at -3370.2571 a.u.

Atoms and positions in Å:
C1 -6.24 0.53 -3.12
O1 -7.39 0.69 -2.71
N1 -6.00 -0.20 -4.26
C2 -4.72 -0.10 -4.97
C3 -6.98 -0.99 -4.97
H1 -5.39 1.09 -2.70
H2 -4.46 -1.03 -5.48
H3 -3.83 0.00 -4.35
H4 -4.72 0.61 -5.81
H5 -7.27 -0.57 -5.94
H6 -6.48 -1.91 -5.28
H7 -7.88 -1.19 -4.39
C4 0.57 -1.72 0.82
O2 0.08 -2.71 0.28
N2 0.15 -0.45 0.58
C5 0.96 0.68 1.12
C6 -0.92 -0.10 -0.35
H8 1.43 -1.70 1.51
H9 1.99 0.38 1.29
H10 0.71 1.05 2.12
H11 1.05 1.46 0.37
H12 -0.58 0.59 -1.13
H13 -1.31 -0.96 -0.91
H14 -1.76 0.42 0.12
C7 2.78 2.15 -5.65
O3 2.09 2.45 -4.67
N3 4.04 1.56 -5.63
C8 4.92 1.54 -6.77
C9 4.73 1.40 -4.36
H15 2.34 2.27 -6.65
H16 4.43 1.64 -7.74
H17 5.36 0.55 -6.90
H18 5.74 2.26 -6.79
H19 5.05 0.36 -4.24
H20 5.42 2.22 -4.18
H21 4.18 1.55 -3.43
C10 0.02 4.87 6.23
O4 0.78 4.93 5.30
N4 -1.29 4.60 6.07
C11 -2.08 4.54 7.34
C12 -1.93 4.38 4.85
H22 0.32 4.89 7.29
H23 -2.33 3.52 7.62
H24 -3.10 4.88 7.17
H25 -1.76 5.18 8.16
H26 -2.03 3.31 4.73
H27 -2.85 4.97 4.73
H28 -1.36 4.64 3.96
C13 0.80 -8.73 5.12
O5 0.66 -9.74 5.70
N5 1.85 -8.35 4.42
C14 1.98 -7.00 3.87
C15 2.98 -9.22 4.20
H29 0.04 -7.93 5.13
H30 2.85 -6.48 4.26
H31 1.26 -6.22 4.11
H32 2.06 -7.05 2.78
H33 3.11 -9.26 3.12
H34 3.90 -8.67 4.40
H35 2.94 -10.10 4.84
C16 -6.77 -2.48 1.80
C17 -8.03 -2.77 1.33
C18 -8.30 -3.69 0.24
O6 -9.46 -3.89 -0.11
C19 -7.06 -4.39 -0.18
C20 -5.80 -4.22 0.38
C21 -5.55 -3.12 1.41
O7 -4.44 -2.79 1.88
O8 -4.73 -4.95 -0.05
O9 -9.09 -2.11 1.90
H36 -6.55 -1.67 2.48
H37 -7.18 -5.17 -0.92
H38 -3.94 -4.48 0.23
H39 -8.63 -1.34 2.24
C22 -0.95 8.68 -0.35
C23 -1.21 7.39 -0.65
C24 -2.59 6.89 -0.83
O10 -2.85 5.74 -1.18
C25 -3.59 7.90 -0.40
C26 -3.30 9.16 -0.01
C27 -1.89 9.71 0.05
O11 -1.59 10.83 0.30
O12 -4.26 10.06 0.28
O13 -0.31 6.48 -0.93
H40 0.06 9.05 -0.32
H41 -4.63 7.60 -0.40
H42 -3.69 10.82 0.40
H43 -0.63 5.68 -1.36
C28 8.28 1.45 5.77
C29 7.27 0.98 6.57
C30 6.20 0.15 6.14
O14 5.36 -0.44 6.84
C31 6.20 -0.01 4.61
C32 7.02 0.52 3.74
C33 8.28 1.28 4.27
O15 9.22 1.70 3.57
O16 6.73 0.50 2.40
O17 7.12 1.35 7.85
H44 9.15 2.00 6.11
H45 5.30 -0.56 4.37
H46 7.49 0.83 1.90
H47 7.79 1.99 8.08
C34 1.41 -3.05 -6.92
C35 2.48 -3.18 -7.76
C36 3.84 -3.57 -7.28
O18 4.88 -3.57 -7.97
C37 3.76 -4.14 -5.94
C38 2.66 -4.03 -5.10
C39 1.45 -3.31 -5.45
O19 0.49 -3.15 -4.73
O20 2.78 -4.58 -3.82
O21 2.39 -3.07 -9.10
H48 0.44 -2.83 -7.33
H49 4.76 -4.35 -5.60
H50 2.05 -4.25 -3.28
H51 3.25 -3.36 -9.40

---

Record 3
Below is a molecular structure, C26H37Br45IN3O2P in a non-equilibrium geometry, with properties calculated with ωB97M-V with the def2-TZVPD basis set.

Its total charge is +1. Its LUMO energy is -4.1 eV. The HOMO energy comes out at -11.0 eV. The frontier orbital gap is 6.98 eV. The calculation puts the total energy at -117796.8229 a.u.

Atoms and positions in Å:
N1 -3.67 4.03 -2.03
C1 -2.40 3.84 -1.24
C2 -2.42 2.48 -0.37
C3 -1.65 1.25 -1.06
C4 -0.14 1.59 -1.50
C5 0.14 1.05 -2.99
C6 0.01 2.14 -4.15
P1 1.08 1.33 -5.54
N2 0.41 -0.29 -5.84
O1 0.81 2.19 -7.00
C7 0.85 3.52 -3.92
C8 0.14 4.61 -4.89
N3 -1.05 4.06 -5.13
C9 -1.44 2.70 -4.58
C10 -2.21 2.05 -5.85
C11 -3.64 1.40 -5.47
O2 -4.67 1.88 -6.01
I1 -3.94 -0.28 -4.13
H1 -3.42 4.57 -2.87
H2 -3.95 3.09 -2.41
H3 -1.48 3.95 -1.92
H4 -2.36 4.71 -0.49
H5 -3.54 2.17 -0.32
H6 -2.08 2.67 0.71
H7 -1.61 0.37 -0.33
H8 -2.18 0.87 -2.01
H9 0.54 0.97 -0.80
H10 0.14 2.68 -1.32
H11 1.25 0.70 -3.00
H12 -0.49 0.13 -3.24
H13 -0.57 -0.36 -5.50
H14 0.32 -0.45 -6.87
H15 1.45 2.94 -7.00
H16 0.66 4.02 -2.90
H17 1.98 3.44 -3.94
H18 0.55 5.61 -5.27
H19 -1.63 4.68 -5.73
H20 -2.21 2.70 -3.74
H21 -2.46 2.89 -6.61
H22 -1.63 1.27 -6.43
C12 0.63 2.02 -10.70
Br1 2.07 3.08 -9.95
Br2 0.66 0.20 -10.04
Br3 -1.10 2.86 -10.43
H23 0.79 1.98 -11.77
C13 2.57 -1.47 0.86
Br4 0.67 -1.06 0.95
Br5 3.50 -0.26 -0.33
Br6 3.38 -1.51 2.62
H24 2.66 -2.47 0.44
C14 -6.31 3.41 1.66
Br7 -4.92 2.64 2.78
Br8 -5.90 5.24 1.17
Br9 -6.67 2.31 0.10
H25 -7.22 3.43 2.25
C15 -3.53 -2.39 2.52
Br10 -2.15 -3.16 3.64
Br11 -3.13 -0.56 2.03
Br12 -3.89 -3.49 0.96
H26 -4.44 -2.37 3.11
C16 3.06 6.48 -11.69
Br13 4.84 7.04 -11.16
Br14 1.76 7.90 -11.49
Br15 3.05 5.73 -13.48
H27 2.77 5.68 -11.01
C17 2.43 -5.44 3.37
Br16 3.45 -4.81 1.85
Br17 3.31 -5.00 5.05
Br18 0.60 -4.82 3.33
H28 2.41 -6.53 3.31
C18 -2.30 -3.97 -5.92
Br19 -4.19 -3.52 -5.80
Br20 -1.36 -2.80 -7.15
Br21 -1.46 -4.00 -4.17
H29 -2.24 -4.97 -6.32
C19 -6.05 3.17 6.81
Br22 -7.17 1.96 5.78
Br23 -4.16 2.83 6.52
Br24 -6.51 5.02 6.50
H30 -6.25 2.96 7.86
C20 5.33 -6.62 8.04
Br25 5.24 -5.12 9.25
Br26 7.15 -6.97 7.45
Br27 4.50 -8.20 8.79
H31 4.76 -6.35 7.15
C21 7.14 -5.97 12.81
Br28 7.04 -4.46 14.04
Br29 8.95 -6.30 12.22
Br30 6.32 -7.56 13.56
H32 6.56 -5.69 11.93
C22 2.10 8.43 -6.69
Br31 0.64 8.81 -5.47
Br32 3.79 9.10 -6.03
Br33 2.19 6.54 -7.13
H33 1.88 8.96 -7.62
C23 -3.46 7.69 6.14
Br34 -2.08 6.92 7.26
Br35 -3.05 9.52 5.64
Br36 -3.83 6.59 4.59
H34 -4.37 7.72 6.74
C24 3.20 -9.02 0.91
Br37 4.22 -8.39 -0.62
Br38 4.07 -8.59 2.59
Br39 1.37 -8.39 0.87
H35 3.17 -10.11 0.84
C25 2.84 -5.43 13.46
Br40 1.78 -7.05 13.43
Br41 2.81 -4.51 11.76
Br42 2.33 -4.26 14.92
H36 3.88 -5.73 13.64
C26 1.40 -10.05 7.04
Br43 0.34 -11.67 7.01
Br44 1.38 -9.13 5.34
Br45 0.89 -8.88 8.50
H37 2.43 -10.35 7.23

---

Record 4
Below is 2 unconnected molecules or ions with the total composition C4H10O3 in a non-equilibrium geometry, with properties calculated with ωB97M-V with the def2-TZVPD basis set.

Its LUMO energy is 0.8 eV. The HOMO energy comes out at -9.3 eV. As for the SMILES: O=CCCCO.O. The frontier orbital gap is 10.03 eV. The calculation puts the total energy at -384.0458 a.u.

Atoms and positions in Å:
O1 -0.61 -1.53 0.66
C1 0.49 -1.23 0.26
C2 1.24 0.07 0.51
C3 1.00 0.65 1.89
C4 -0.32 1.26 2.31
O2 -1.48 0.49 1.88
H1 1.17 -1.99 -0.43
H2 0.76 0.79 -0.20
H3 2.34 -0.08 0.48
H4 1.68 1.57 1.88
H5 1.33 -0.15 2.48
H6 -0.21 1.15 3.40
H7 -0.36 2.38 2.10
H8 -1.73 -0.29 2.49
H9 -1.81 -0.44 -6.10
H10 -1.69 -1.78 -6.70
O3 -1.82 -0.87 -6.91

---

Record 5
Below is C25H36N4O3S in the gas phase in a non-equilibrium geometry, with properties calculated with ωB97M-V with the def2-TZVPD basis set.

Its LUMO energy is -0.5 eV. The HOMO energy comes out at -7.9 eV. As for the SMILES: O=C(NCCN1CCCCCC1)[C@H]1CC[C@H](CNS(=O)(=O)c2cccc3cccnc23)CC1. The frontier orbital gap is 7.47 eV. The calculation puts the total energy at -1817.1952 a.u.

Atoms and positions in Å:
O1 4.07 0.30 1.09
C1 3.94 -0.05 -0.06
N1 4.06 -1.34 -0.44
H1 3.84 -1.59 -1.39
C2 4.11 -2.42 0.51
H2 4.32 -1.97 1.48
H3 4.94 -3.09 0.25
C3 2.81 -3.22 0.54
N2 1.65 -2.38 0.80
C4 1.68 -1.84 2.16
C5 0.35 -1.35 2.72
H4 0.59 -0.63 3.51
H5 -0.22 -0.82 1.96
C6 -0.50 -2.45 3.35
H6 -1.27 -1.98 3.96
C7 -1.18 -3.37 2.34
C8 -0.21 -4.02 1.36
H7 -0.75 -4.77 0.78
C9 0.40 -3.00 0.39
H8 -0.34 -2.20 0.23
H9 0.58 -3.47 -0.58
H10 0.59 -4.54 1.91
H11 -1.91 -2.79 1.77
H12 -1.73 -4.14 2.88
H13 0.13 -3.05 4.02
H14 2.38 -1.00 2.14
H15 2.10 -2.59 2.86
H16 2.93 -4.03 1.29
H17 2.67 -3.70 -0.43
C10 3.77 0.98 -1.19
C11 3.03 2.21 -0.65
C12 1.52 2.13 -0.93
C13 1.06 0.67 -0.94
C14 1.66 -0.05 -2.14
C15 3.07 0.47 -2.45
H18 3.67 -0.29 -2.96
H19 3.00 1.31 -3.14
H20 1.67 -1.12 -1.93
H21 1.03 0.10 -3.02
C16 -0.47 0.56 -0.97
N3 -1.03 0.77 0.35
S1 -2.57 0.21 0.57
O2 -2.94 0.47 1.93
O3 -2.63 -1.14 0.09
C17 -3.65 1.20 -0.49
C18 -4.67 0.57 -1.13
C19 -5.60 1.31 -1.89
C20 -5.48 2.67 -1.97
C21 -4.43 3.34 -1.32
C22 -4.26 4.74 -1.37
C23 -3.20 5.31 -0.71
C24 -2.31 4.48 -0.02
N4 -2.44 3.18 0.05
C25 -3.48 2.59 -0.57
H22 -1.46 4.89 0.50
H23 -3.04 6.38 -0.72
H24 -4.96 5.34 -1.93
H25 -6.20 3.25 -2.54
H26 -6.40 0.80 -2.39
H27 -4.76 -0.50 -1.04
H28 -0.97 1.72 0.69
H29 -0.77 -0.44 -1.26
H30 -0.88 1.28 -1.70
H31 1.40 0.18 -0.02
H32 0.98 2.69 -0.16
H33 1.29 2.58 -1.90
H34 3.21 2.25 0.42
H35 3.43 3.12 -1.10
H36 4.80 1.28 -1.45

---

Record 6
Below is a molecular structure, C41H48Cl2GeKN5O2Se in a non-equilibrium geometry, with properties calculated with ωB97M-V with the def2-TZVPD basis set.

Its total charge is -2. Its LUMO energy is 3.4 eV. The HOMO energy comes out at -1.0 eV. The frontier orbital gap is 4.43 eV. The calculation puts the total energy at -8014.1186 a.u.

Atoms and positions in Å:
K1 13.40 12.77 14.38
Cl1 10.16 19.57 15.40
C1 10.30 17.96 14.67
C2 11.48 17.28 14.96
C3 11.52 15.88 14.88
N1 12.47 15.13 15.51
C4 12.86 15.46 16.76
O1 12.32 16.35 17.46
C5 13.87 14.70 17.50
C6 14.38 15.33 18.67
C7 15.25 14.62 19.48
C8 15.63 13.33 19.09
C9 15.07 12.79 17.94
N2 14.22 13.46 17.18
C10 10.57 15.15 13.98
C11 9.40 15.92 13.70
C12 9.23 17.28 14.07
Cl2 7.64 17.96 13.82
N3 10.82 13.92 13.49
C13 9.87 13.13 12.94
O2 8.66 13.36 12.66
C14 10.25 11.66 12.58
C15 9.12 10.82 12.21
C16 9.38 9.61 11.64
C17 10.74 9.20 11.36
C18 11.71 10.05 11.84
N4 11.48 11.20 12.50
H1 12.30 17.83 15.33
H2 14.04 16.33 18.89
H3 15.64 14.96 20.43
H4 16.34 12.77 19.69
H5 15.15 11.76 17.69
H6 8.56 15.38 13.23
H7 8.15 11.33 12.26
H8 8.54 8.94 11.40
H9 10.95 8.34 10.73
H10 12.77 9.90 11.71
C19 7.20 9.18 15.55
Ge1 8.47 8.01 16.37
C20 8.75 6.55 15.21
C21 7.55 7.29 17.91
C22 10.11 8.95 17.12
Se1 10.36 10.81 16.52
C23 10.03 11.81 18.23
H11 6.23 8.64 15.44
H12 7.51 9.76 14.63
H13 6.99 10.01 16.27
H14 7.78 6.06 14.95
H15 9.31 5.81 15.76
H16 9.38 6.75 14.31
H17 6.67 6.70 17.56
H18 7.16 8.08 18.53
H19 8.23 6.68 18.48
H20 11.01 8.40 16.86
H21 10.00 8.87 18.20
H22 9.27 12.50 17.93
H23 10.98 12.29 18.56
H24 9.71 11.13 19.00
C24 16.26 12.89 7.60
C25 15.39 12.99 8.86
C26 14.05 13.32 8.72
C27 13.24 13.52 9.83
C28 11.73 13.70 9.78
C29 13.84 13.40 11.10
C30 15.21 13.02 11.32
C31 15.95 12.92 10.10
N5 15.70 12.90 12.55
C32 17.14 12.68 12.88
C33 17.60 11.26 12.46
C34 19.09 11.06 12.81
C35 19.30 11.15 14.31
C36 18.77 12.57 14.82
C37 19.73 13.65 14.19
C38 19.51 13.59 12.67
C39 19.96 12.19 12.14
C40 18.00 13.80 12.23
C41 17.33 12.71 14.38
H25 16.35 13.84 7.09
H26 15.85 12.11 6.90
H27 17.22 12.49 7.86
H28 13.73 13.48 7.71
H29 11.34 13.97 10.80
H30 11.34 12.70 9.53
H31 11.36 14.45 9.06
H32 13.22 13.74 11.95
H33 17.00 12.63 10.07
H34 17.42 11.15 11.38
H35 17.01 10.51 13.01
H36 19.43 10.10 12.39
H37 20.39 11.08 14.56
H38 18.73 10.38 14.92
H39 18.78 12.68 15.93
H40 20.75 13.34 14.44
H41 19.51 14.64 14.60
H42 20.12 14.36 12.18
H43 21.03 12.09 12.34
H44 19.83 12.23 11.04
H45 17.98 13.78 11.12
H46 17.63 14.79 12.59
H47 16.91 13.61 14.83
H48 16.71 11.89 14.82